Record 1
ORCA calculation (ωB97M-V with the def2-TZVPD basis set) on a molecular structure, C3H3FHgO3 in a non-equilibrium geometry.

Calculated values
spin multiplicity = 3
frontier orbital gap (spin up / spin down) = 6.42 / 7.96 eV

XYZ file:
```
11
Properties=species:S:1:pos:R:3:mulliken_charge:R:1
C -0.694 0.016 -0.911 0.256
C 0.802 0.157 -1.035 -0.435
O 1.325 -0.183 0.245 -0.209
C 0.513 0.305 1.246 0.320
O 0.588 -0.240 2.385 -0.677
O -0.786 0.435 0.710 -0.434
Hg -1.552 -0.543 2.865 0.556
F -1.098 -1.299 -1.007 -0.255
H -1.367 0.677 -1.462 0.283
H 1.043 1.206 -1.264 0.304
H 1.227 -0.532 -1.772 0.291
```

Record 2
ORCA calculation (ωB97M-V with the def2-TZVPD basis set) on 7 unconnected molecules or ions with the total composition C26H67N4O7 in a non-equilibrium geometry.

Calculated values
total charge = +1
frontier orbital gap = 6.74 eV

XYZ file:
```
104
Properties=species:S:1:pos:R:3:mulliken_charge:R:1
O 13.352 -1.561 14.903 -0.413
H 13.955 -1.462 14.135 0.507
H 13.256 -0.686 15.319 0.444
H 13.887 -2.214 15.579 0.353
O 15.709 -0.805 17.453 -0.467
H 16.403 -0.533 16.823 0.462
H 14.988 -0.155 17.531 0.289
H 15.288 -1.743 17.082 0.267
O 14.734 -2.902 16.545 -0.738
H 15.120 -3.766 16.432 -0.103
C 18.740 -4.075 19.086 -1.545
C 18.365 -4.846 17.842 0.372
C 17.500 -6.069 18.123 -0.228
O 17.463 -6.878 16.970 -0.344
C 16.632 -7.994 17.148 -0.571
N 17.704 -3.922 16.872 -0.518
H 19.553 -3.378 18.884 0.394
H 19.153 -4.753 19.840 0.499
H 17.908 -3.533 19.535 0.076
H 19.268 -5.224 17.359 0.475
H 16.463 -5.779 18.382 -0.133
H 17.798 -6.645 19.010 0.510
H 15.572 -7.711 17.215 0.084
H 16.885 -8.543 18.061 0.337
H 16.710 -8.686 16.311 0.280
H 17.707 -4.388 15.966 0.428
H 16.740 -3.994 17.189 -0.302
C 14.699 -5.082 11.645 -1.707
C 14.153 -4.429 12.913 0.504
C 12.640 -4.667 13.066 0.288
O 12.011 -3.852 12.072 -0.448
C 10.622 -3.692 12.358 -0.535
N 14.963 -4.926 14.039 -0.560
H 14.524 -6.162 11.684 0.369
H 15.731 -4.818 11.440 0.368
H 14.082 -4.840 10.771 0.378
H 14.236 -3.347 12.742 -0.082
H 12.371 -4.306 14.067 -0.256
H 12.357 -5.696 12.827 0.502
H 10.124 -4.658 12.483 0.292
H 10.221 -3.196 11.476 0.353
H 10.499 -3.076 13.253 0.041
H 14.475 -5.694 14.490 0.359
H 14.976 -4.163 14.711 0.087
C 11.009 -5.367 19.168 -1.699
C 11.226 -5.165 17.652 2.159
C 10.109 -5.846 16.824 -1.273
C 8.783 -5.084 16.752 -0.774
C 9.024 -3.640 16.365 -0.953
C 10.081 -2.915 17.202 1.378
N 11.285 -3.737 17.300 0.309
O 12.328 -3.125 18.026 2.523
C 10.430 -1.612 16.491 -1.144
C 9.503 -2.577 18.594 -1.484
C 12.527 -5.849 17.275 -2.333
H 10.024 -5.806 19.364 0.351
H 11.036 -4.462 19.768 0.159
H 11.692 -6.097 19.605 0.445
H 10.467 -6.053 15.811 0.430
H 9.917 -6.831 17.254 0.364
H 8.295 -5.186 17.724 0.342
H 8.137 -5.542 16.003 0.492
H 8.134 -3.010 16.327 0.459
H 9.409 -3.609 15.338 0.039
H 9.536 -1.025 16.278 0.544
H 11.045 -0.986 17.148 -0.138
H 10.989 -1.742 15.561 -0.196
H 10.274 -2.078 19.190 0.182
H 8.672 -1.869 18.595 0.427
H 9.205 -3.470 19.138 0.373
H 13.359 -5.623 17.950 0.327
H 12.912 -5.588 16.284 -0.115
H 12.483 -6.941 17.239 0.523
H 12.987 -2.840 17.381 -0.664
C 12.970 0.471 21.624 -1.847
C 13.632 -0.122 20.349 1.197
C 14.965 0.619 20.133 -0.915
C 16.195 0.016 20.819 -1.104
C 16.218 -1.480 20.594 -0.754
C 14.937 -2.202 21.031 1.533
N 13.798 -1.558 20.306 1.293
O 12.597 -2.236 20.621 -0.734
C 14.945 -3.639 20.503 -1.723
C 14.676 -2.196 22.536 -1.817
C 12.737 0.308 19.186 -1.708
H 12.147 -0.156 21.965 0.331
H 12.586 1.489 21.531 0.468
H 13.705 0.599 22.425 0.413
H 15.180 0.845 19.084 0.293
H 14.828 1.612 20.571 0.433
H 16.329 0.299 21.862 0.464
H 17.068 0.442 20.314 0.418
H 17.058 -1.965 21.114 0.590
H 16.526 -1.831 19.601 -0.078
H 15.873 -4.136 20.811 0.596
H 14.178 -4.263 20.964 0.528
H 14.843 -3.735 19.421 -0.124
H 14.769 -1.203 22.967 0.353
H 13.704 -2.616 22.795 0.293
H 15.362 -2.906 23.008 0.452
H 12.506 1.374 19.183 0.566
H 11.837 -0.298 19.070 0.164
H 13.212 0.196 18.188 0.002
H 12.383 -2.635 19.765 -0.005
```

Record 3
ORCA calculation (ωB97M-V with the def2-TZVPD basis set) on a molecular structure, C32H28GeN4O2Pd.

Calculated values
total charge = -1
spin multiplicity = 2
frontier orbital gap (spin up / spin down) = 5.58 / 6.98 eV

XYZ file:
```
68
Properties=species:S:1:pos:R:3:mulliken_charge:R:1
Pd 0.807 1.109 -1.291 -0.428
N -2.873 1.671 -2.064 -0.138
C -2.230 0.754 -2.890 0.506
C -3.052 -0.202 -3.520 -0.424
C -2.469 -1.143 -4.330 -0.430
C -1.085 -1.122 -4.515 -0.595
C -0.372 -0.135 -3.873 -0.262
N -0.921 0.799 -3.080 -0.352
C -2.408 2.404 -0.967 0.600
C -3.374 2.824 -0.037 -0.393
C -2.964 3.583 1.031 -0.584
C -1.617 3.920 1.154 -0.466
C -0.746 3.454 0.192 -0.470
N -1.129 2.701 -0.848 -0.190
H -3.853 1.455 -1.969 0.184
H -4.118 -0.205 -3.333 0.318
H -3.078 -1.901 -4.806 0.382
H -0.573 -1.853 -5.122 0.416
H 0.708 -0.072 -3.974 0.458
H -4.408 2.523 -0.149 0.292
H -3.685 3.904 1.773 0.394
H -1.251 4.517 1.977 0.447
H 0.319 3.675 0.215 0.384
C 1.196 -5.143 -1.207 -0.423
C 2.120 -4.122 -1.386 -0.653
C 1.839 -2.837 -0.944 -0.485
C 0.632 -2.541 -0.302 -0.265
C -0.275 -3.584 -0.118 0.199
C -0.003 -4.871 -0.568 -0.614
Ge 0.314 -0.657 0.233 2.013
C 1.287 -0.480 1.952 -0.261
C 1.430 0.792 2.511 0.120
C 2.158 1.000 3.674 -0.709
C 2.779 -0.071 4.303 -0.502
C 2.662 -1.341 3.756 -0.675
C 1.925 -1.538 2.595 -0.231
C -1.620 -0.645 0.764 -0.321
C -2.107 -0.071 1.939 -0.018
C -3.469 0.039 2.190 -0.653
C -4.393 -0.435 1.270 -0.573
C -3.934 -1.020 0.095 -0.837
C -2.572 -1.114 -0.147 -0.208
H 1.413 -6.145 -1.560 0.343
H 3.067 -4.325 -1.873 0.417
H 2.577 -2.053 -1.083 0.174
H -1.214 -3.396 0.390 0.346
H -0.728 -5.662 -0.412 0.378
H 0.980 1.644 2.009 0.125
H 2.253 2.000 4.082 0.395
H 3.358 0.086 5.204 0.340
H 3.156 -2.181 4.230 0.374
H 1.860 -2.535 2.176 0.304
H -1.408 0.294 2.684 0.272
H -3.811 0.494 3.113 0.430
H -5.455 -0.356 1.467 0.369
H -4.640 -1.413 -0.629 0.401
H -2.238 -1.575 -1.073 0.649
O 4.205 -0.598 -0.496 -0.710
C 4.001 0.592 -0.330 0.155
C 4.855 1.465 0.592 -0.415
C 4.248 2.855 0.442 -0.490
C 3.121 2.628 -0.558 0.478
O 2.364 3.525 -0.926 -0.720
N 3.017 1.327 -0.932 -0.165
H 5.898 1.396 0.281 0.353
H 4.782 1.054 1.599 0.158
H 4.933 3.612 0.059 0.322
H 3.810 3.246 1.362 0.164
```

Record 4
ORCA calculation (ωB97M-V with the def2-TZVPD basis set) on a molecular structure, C13H22CdNO6 in a non-equilibrium geometry.

Calculated values
total charge = +1
frontier orbital gap = 2.44 eV

XYZ file:
```
43
Properties=species:S:1:pos:R:3:mulliken_charge:R:1
C 3.850 2.031 -0.145 -1.139
C 3.583 0.611 -0.803 -0.319
C 2.039 0.282 -0.865 -0.508
O 1.353 0.699 0.350 -0.150
N 0.411 -0.264 0.610 -0.044
C -0.696 0.230 1.384 0.897
C -1.363 -1.057 2.055 -0.817
C -1.399 -2.291 1.071 0.372
O -1.075 -3.356 1.506 -0.505
O -1.825 -2.201 -0.265 -0.230
C -0.828 -2.625 -1.163 0.539
C -0.440 -4.141 -1.353 -1.009
O -0.249 -1.843 -1.860 -0.358
C -0.293 1.221 2.578 0.110
O 0.220 2.319 2.386 -0.364
O -0.560 0.886 3.807 -0.519
C -1.852 0.938 0.551 -0.142
C -2.726 1.895 1.479 -1.720
C -1.368 1.816 -0.666 -0.597
C -1.583 1.029 -2.034 -0.872
H 3.880 1.868 0.961 0.279
H 4.855 2.392 -0.481 0.399
H 3.051 2.762 -0.425 0.301
H 4.157 -0.195 -0.273 0.450
H 3.966 0.635 -1.878 0.375
H 1.959 -0.841 -0.880 0.357
H 1.538 0.657 -1.793 0.366
H 0.895 -0.947 1.226 0.535
H -0.821 -1.412 2.957 0.445
H -2.441 -0.829 2.278 0.449
H -0.704 -4.497 -2.383 0.330
H -0.987 -4.713 -0.569 0.340
H 0.659 -4.270 -1.183 0.294
H -2.558 0.136 0.209 0.459
H -3.006 1.374 2.428 0.356
H -2.209 2.864 1.685 0.432
H -3.690 2.146 0.962 0.468
H -2.073 2.690 -0.720 0.553
H -0.348 2.254 -0.556 0.230
H -2.343 0.210 -1.923 0.220
H -0.633 0.641 -2.464 0.089
H -2.048 1.754 -2.758 0.386
Cd 3.703 -0.856 -3.042 0.261
```

The records above give, respectively, electronic energy values of -594.9702 -1776.1075 -3810.6352 -1181.8894 a.u..